Entry 1:
The following is a quantum chemistry calculation of a molecular structure, C20H60HfNO13S10, from OMol25.

M: 1021.85 g mol⁻¹
Largest force on an atom: 0.07388 Eh/bohr
LUMO: -12.25 eV
Energy relative to the best compared isomer or geometry (same formula, charge and spin): 575.1 kcal/mol
Highest occupied orbital energy: -13.965 eV

Geometry as ORCA input:
```
! wB97M-V def2-TZVPD RIJCOSX def2/J DEFGRID3
* xyz 3 1
Hf 0.115 -0.422 -0.091
N 0.571 -4.496 -2.236
O 0.542 -5.641 -2.449
O -0.491 -3.833 -2.193
O 1.431 -3.685 -1.921
C -5.852 -4.093 -0.132
S -5.325 -3.206 1.413
O -4.194 -2.257 1.028
C -6.841 -2.300 1.740
H -5.024 -4.606 -0.621
H -6.440 -3.492 -0.825
H -6.599 -4.846 0.119
H -7.741 -2.903 1.859
H -7.108 -1.489 1.063
H -6.766 -1.804 2.708
C 0.548 0.742 -7.501
S 1.305 -0.396 -6.309
O 0.629 -0.245 -4.954
C 0.948 -1.986 -7.189
H 0.146 1.630 -7.012
H -0.363 0.262 -7.859
H 1.173 1.155 -8.293
H 1.496 -2.823 -6.755
H 1.184 -1.907 -8.250
H -0.119 -2.197 -7.123
C -1.153 6.464 -1.197
S 0.365 5.514 -1.589
O -0.054 4.053 -1.771
C 0.708 6.264 -3.231
H -0.892 7.518 -1.098
H -1.598 6.078 -0.280
H -2.020 6.404 -1.855
H 1.647 5.809 -3.547
H 0.957 7.324 -3.282
H -0.112 5.990 -3.895
C 1.523 4.767 4.543
S 2.707 3.722 3.674
O 2.055 3.084 2.406
C 3.842 5.091 3.045
H 1.175 5.254 3.631
H 2.040 5.379 5.281
H 0.835 4.084 5.042
H 3.233 5.771 2.448
H 4.657 4.728 2.419
H 4.225 5.777 3.800
C -5.664 3.594 1.085
S -4.530 2.760 2.339
O -3.100 2.529 1.742
C -4.526 4.042 3.621
H -6.534 4.034 1.572
H -6.134 2.773 0.542
H -5.133 4.367 0.530
H -5.540 4.256 3.960
H -4.180 4.970 3.166
H -3.903 3.688 4.442
C 0.937 -2.248 6.869
S -0.290 -1.040 6.065
O -0.305 -1.046 4.538
C -1.737 -1.745 6.906
H 0.678 -2.274 7.927
H 1.964 -1.882 6.870
H 0.843 -3.223 6.390
H -1.754 -2.834 6.951
H -2.725 -1.344 6.679
H -1.617 -1.411 7.936
C -4.415 -0.804 -5.094
S -4.601 0.246 -3.571
O -3.250 0.346 -2.911
C -4.722 1.753 -4.561
H -5.211 -0.787 -5.839
H -4.123 -1.789 -4.731
H -3.436 -0.462 -5.430
H -5.737 2.036 -4.840
H -4.230 1.669 -5.530
H -4.083 2.487 -4.070
C 1.955 -7.284 1.985
S 0.554 -6.303 2.728
O 0.306 -4.996 1.943
C -0.864 -7.516 2.468
H 2.797 -6.599 1.885
H 1.941 -7.620 0.948
H 2.186 -8.156 2.596
H -1.785 -6.949 2.601
H -0.987 -8.310 3.205
H -0.807 -7.935 1.463
C 5.887 2.846 -3.000
S 5.662 1.310 -2.105
O 4.151 1.059 -2.103
C 6.268 0.190 -3.442
H 5.595 2.734 -4.044
H 6.970 2.959 -3.048
H 5.454 3.621 -2.367
H 5.892 0.620 -4.370
H 6.013 -0.852 -3.248
H 7.345 0.305 -3.570
C 6.328 -1.041 3.476
S 5.176 -2.297 2.663
O 4.152 -1.420 1.924
C 6.242 -3.128 1.323
H 5.899 -0.407 4.252
H 6.668 -0.364 2.692
H 7.216 -1.618 3.734
H 5.713 -3.673 0.541
H 7.018 -3.760 1.752
H 6.750 -2.315 0.804
*
```

Results of the Mulliken charge analysis, in e, for atoms 1 through 6: 1.928, 1.133, -0.483, -0.446, -0.484, -0.942

=====

Entry 2:
The following is a quantum chemistry calculation of 10 unconnected molecules or ions with the total composition C20H60O10, from OMol25.

M: 460.69 g mol⁻¹
Largest force on an atom: 0.09093 Eh/bohr
LUMO: 0.20 eV
Energy relative to the best compared isomer or geometry (same formula, charge and spin): 121.2 kcal/mol
Highest occupied orbital energy: -9.999 eV

Geometry as ORCA input:
```
! wB97M-V def2-TZVPD RIJCOSX def2/J DEFGRID3
* xyz 0 1
C -15.130 -6.413 -6.479
C -14.371 -5.130 -6.829
O -14.646 -4.141 -5.832
H -14.617 -6.829 -5.611
H -15.006 -7.214 -7.208
H -16.129 -6.223 -6.087
H -14.782 -4.770 -7.772
H -13.301 -5.278 -6.977
H -15.586 -3.978 -5.944
C -17.982 -13.597 -0.367
C -16.614 -13.561 -1.006
O -15.749 -13.026 -0.010
H -18.457 -12.633 -0.549
H -17.956 -13.804 0.703
H -18.569 -14.322 -0.931
H -16.473 -12.888 -1.851
H -16.307 -14.548 -1.354
H -14.874 -12.828 -0.352
C -8.876 -7.882 -0.147
C -9.969 -8.325 -1.176
O -9.798 -9.711 -1.449
H -8.873 -8.527 0.732
H -9.090 -6.922 0.325
H -7.845 -7.895 -0.500
H -9.830 -7.640 -2.012
H -10.974 -8.068 -0.844
H -9.041 -9.674 -2.039
C -13.587 -1.950 5.149
C -12.883 -1.803 3.822
O -12.864 -0.482 3.639
H -13.106 -1.337 5.911
H -13.682 -2.967 5.528
H -14.634 -1.652 5.107
H -13.525 -2.160 3.016
H -11.845 -2.132 3.761
H -12.316 -0.364 2.859
C -18.583 -6.695 0.086
C -19.993 -6.519 0.562
O -20.821 -6.553 -0.643
H -17.786 -6.693 0.830
H -18.255 -6.168 -0.810
H -18.622 -7.731 -0.250
H -20.054 -5.585 1.122
H -20.385 -7.256 1.263
H -21.548 -7.172 -0.548
C -20.503 -11.636 -7.069
C -20.169 -10.677 -5.897
O -20.668 -9.396 -6.018
H -19.907 -11.439 -7.960
H -21.537 -11.607 -7.412
H -20.140 -12.589 -6.684
H -19.112 -10.736 -5.639
H -20.700 -10.961 -4.988
H -20.513 -8.949 -5.183
C -17.835 -11.345 6.468
C -16.381 -10.893 6.373
O -16.115 -10.102 5.260
H -17.917 -12.179 7.165
H -18.058 -11.795 5.501
H -18.412 -10.436 6.638
H -15.695 -11.739 6.398
H -16.090 -10.223 7.182
H -15.726 -10.642 4.569
C -28.492 -10.534 -1.123
C -28.167 -9.391 -0.162
O -26.816 -9.403 0.184
H -28.391 -11.577 -0.821
H -27.994 -10.356 -2.076
H -29.536 -10.328 -1.357
H -28.878 -9.332 0.662
H -28.581 -8.479 -0.592
H -26.724 -8.992 1.046
C -28.282 -3.136 -3.426
C -29.765 -3.469 -3.605
O -30.477 -3.187 -2.416
H -27.863 -3.349 -4.410
H -27.771 -3.730 -2.669
H -28.169 -2.056 -3.327
H -29.880 -4.504 -3.929
H -30.275 -2.961 -4.423
H -31.366 -3.376 -2.725
C -20.129 -1.541 -8.121
C -20.788 -2.408 -7.021
O -20.228 -2.251 -5.683
H -20.268 -0.466 -8.015
H -20.515 -1.772 -9.114
H -19.046 -1.637 -8.034
H -20.745 -3.377 -7.519
H -21.857 -2.203 -6.967
H -20.571 -2.911 -5.077
*
```

Results of the Mulliken charge analysis, in e, for atoms 1 through 6: -0.950, -0.243, -0.509, 0.257, 0.312, 0.306

=====

Entry 3:
The following is a quantum chemistry calculation of 10 unconnected molecules or ions with the total composition C20H60O10S10, from OMol25.

M: 781.36 g mol⁻¹
Largest force on an atom: 0.03595 Eh/bohr
LUMO: -0.02 eV
Energy relative to the best compared isomer or geometry (same formula, charge and spin): 12.0 kcal/mol
Highest occupied orbital energy: -8.482 eV

Geometry as ORCA input:
```
! wB97M-V def2-TZVPD RIJCOSX def2/J DEFGRID3
* xyz 0 1
C -9.405 -10.279 -16.508
S -7.619 -10.147 -16.615
O -7.358 -8.688 -16.395
C -7.175 -11.032 -15.129
H -9.700 -11.323 -16.382
H -9.924 -9.813 -17.342
H -9.766 -9.798 -15.598
H -7.988 -11.723 -14.856
H -7.173 -10.416 -14.222
H -6.263 -11.608 -15.242
C -4.399 -10.243 -18.298
S -2.915 -10.177 -17.272
O -1.843 -9.561 -18.102
C -3.585 -8.869 -16.201
H -4.504 -9.261 -18.761
H -5.259 -10.560 -17.713
H -4.217 -10.887 -19.158
H -4.459 -9.149 -15.614
H -3.834 -8.031 -16.856
H -2.783 -8.507 -15.554
C -12.299 -10.746 -19.140
S -12.550 -8.966 -18.899
O -12.490 -8.362 -20.262
C -14.293 -9.157 -18.416
H -11.276 -10.932 -19.451
H -12.982 -11.167 -19.881
H -12.512 -11.289 -18.216
H -14.309 -9.808 -17.547
H -14.829 -9.531 -19.288
H -14.714 -8.193 -18.142
C -10.732 -6.743 -14.866
S -12.185 -7.745 -14.420
O -12.666 -8.482 -15.626
C -11.360 -8.939 -13.313
H -9.896 -7.399 -15.103
H -10.477 -6.135 -13.997
H -11.040 -6.093 -15.678
H -10.361 -9.207 -13.653
H -12.053 -9.766 -13.236
H -11.246 -8.406 -12.368
C -10.131 -5.236 -19.451
S -9.295 -4.264 -18.186
O -10.369 -3.948 -17.195
C -8.381 -5.630 -17.419
H -10.706 -5.986 -18.910
H -9.511 -5.716 -20.202
H -10.839 -4.555 -19.924
H -8.362 -5.380 -16.359
H -7.380 -5.832 -17.794
H -8.949 -6.557 -17.518
C -9.749 -15.795 -19.415
S -9.379 -14.095 -19.851
O -10.696 -13.389 -19.909
C -8.634 -13.683 -18.263
H -8.820 -16.351 -19.303
H -10.326 -16.275 -20.214
H -10.434 -15.886 -18.567
H -8.294 -12.652 -18.248
H -7.787 -14.355 -18.101
H -9.353 -13.879 -17.465
C -8.324 -11.366 -21.933
S -7.900 -10.621 -20.344
O -6.479 -10.183 -20.536
C -8.958 -9.157 -20.550
H -9.399 -11.569 -21.932
H -7.742 -12.258 -22.131
H -8.121 -10.614 -22.696
H -9.990 -9.500 -20.528
H -8.625 -8.629 -21.437
H -8.797 -8.540 -19.664
C -5.739 -6.605 -14.628
S -6.348 -4.939 -14.338
O -7.132 -5.019 -13.076
C -4.760 -4.151 -14.063
H -6.393 -7.299 -14.098
H -4.828 -6.702 -14.018
H -5.567 -6.941 -15.642
H -4.829 -3.079 -13.874
H -4.140 -4.314 -14.945
H -4.258 -4.541 -13.169
C -3.805 -11.113 -13.293
S -4.512 -10.086 -11.995
O -5.662 -9.340 -12.576
C -3.133 -8.931 -11.985
H -2.959 -11.675 -12.889
H -3.463 -10.562 -14.167
H -4.505 -11.869 -13.655
H -2.975 -8.515 -12.976
H -2.269 -9.400 -11.511
H -3.379 -8.089 -11.330
C -13.609 -13.659 -14.569
S -12.079 -13.420 -15.525
O -11.083 -12.715 -14.661
C -11.628 -15.183 -15.528
H -14.356 -14.115 -15.215
H -13.897 -12.696 -14.165
H -13.378 -14.372 -13.778
H -12.271 -15.737 -16.210
H -11.723 -15.564 -14.512
H -10.592 -15.271 -15.845
*
```

Results of the Mulliken charge analysis, in e, for atoms 1 through 6: 0.452, 0.527, -0.156, -1.003, -0.048, -0.073

=====

Entry 4:
The following is a quantum chemistry calculation of 10 unconnected molecules or ions with the total composition C20H60O20, from OMol25.

M: 620.68 g mol⁻¹
Largest force on an atom: 0.05738 Eh/bohr
LUMO: 0.13 eV
Energy relative to the best compared isomer or geometry (same formula, charge and spin): 74.4 kcal/mol
Highest occupied orbital energy: -9.588 eV

Geometry as ORCA input:
```
! wB97M-V def2-TZVPD RIJCOSX def2/J DEFGRID3
* xyz 0 1
O 2.518 17.029 16.208
C 3.932 17.241 16.358
C 4.583 16.422 17.492
O 5.981 16.490 17.604
H 2.396 16.667 15.327
H 4.374 17.001 15.391
H 4.070 18.311 16.515
H 4.402 15.396 17.171
H 4.310 16.620 18.529
H 6.308 16.720 18.477
O 3.997 7.805 18.933
C 3.073 6.788 18.792
C 2.978 6.121 17.415
O 2.585 7.041 16.402
H 3.808 8.443 18.241
H 3.316 6.054 19.561
H 2.074 7.126 19.068
H 2.186 5.372 17.412
H 3.923 5.661 17.128
H 2.647 6.569 15.568
O 6.164 12.467 13.578
C 5.370 13.320 12.717
C 4.460 12.512 11.777
O 3.380 11.880 12.568
H 5.512 12.186 14.225
H 4.857 14.111 13.263
H 6.014 13.876 12.035
H 5.060 11.755 11.272
H 3.962 13.165 11.061
H 3.784 11.160 13.059
O 2.834 6.725 13.227
C 4.129 7.219 12.877
C 4.767 8.155 13.890
O 4.095 9.446 13.730
H 2.280 7.487 13.041
H 4.610 6.253 13.030
H 4.058 7.483 11.822
H 5.854 8.238 13.875
H 4.402 7.654 14.787
H 4.223 9.837 14.597
O 2.658 14.540 21.601
C 3.293 13.596 22.471
C 3.684 12.364 21.705
O 2.570 11.427 21.589
H 2.412 15.282 22.158
H 4.183 13.993 22.960
H 2.677 13.384 23.345
H 4.498 11.830 22.196
H 4.144 12.663 20.763
H 2.905 10.680 21.089
O 6.937 11.546 17.390
C 6.202 11.362 18.576
C 7.119 11.560 19.800
O 7.874 12.721 19.756
H 7.110 12.489 17.443
H 5.493 12.187 18.515
H 5.758 10.367 18.556
H 7.766 10.739 20.110
H 6.517 11.592 20.709
H 8.790 12.467 19.893
O -0.093 7.841 17.111
C -0.780 6.963 16.274
C -2.045 6.332 16.903
O -3.044 7.282 16.604
H 0.839 7.737 16.907
H -1.024 7.380 15.297
H -0.092 6.124 16.169
H -1.877 6.345 17.980
H -2.255 5.332 16.525
H -2.625 8.096 16.317
O 4.608 11.148 15.769
C 3.363 11.690 16.224
C 2.598 10.839 17.306
O 3.174 11.009 18.595
H 5.320 11.102 16.412
H 3.493 12.716 16.569
H 2.630 11.869 15.437
H 2.702 9.805 16.976
H 1.539 11.051 17.450
H 2.688 11.681 19.078
O -0.454 14.946 19.685
C 0.108 14.881 18.378
C 1.676 14.881 18.353
O 2.175 13.737 19.093
H -0.129 14.239 20.247
H -0.392 14.015 17.944
H -0.274 15.714 17.788
H 2.001 15.749 18.926
H 2.069 15.012 17.345
H 2.192 13.973 20.024
O -2.558 10.244 16.215
C -2.819 10.709 17.476
C -1.543 11.034 18.257
O -1.897 11.590 19.455
H -2.440 10.980 15.610
H -3.474 11.571 17.358
H -3.368 9.871 17.906
H -1.032 11.775 17.642
H -0.896 10.165 18.383
H -1.169 12.095 19.826
*
```

Results of the Mulliken charge analysis, in e, for atoms 1 through 6: -0.478, -0.559, 0.460, -0.603, 0.311, 0.323

=====

Entry 5:
The following is a quantum chemistry calculation of 8 unconnected molecules or ions with the total composition C20H61N5O8, from OMol25.

M: 499.73 g mol⁻¹
Largest force on an atom: 0.02649 Eh/bohr
LUMO: 0.27 eV
Energy relative to the best compared isomer or geometry (same formula, charge and spin): 10.1 kcal/mol
Highest occupied orbital energy: -9.052 eV

Geometry as ORCA input:
```
! wB97M-V def2-TZVPD RIJCOSX def2/J DEFGRID3
* xyz 0 1
C -4.479 -0.572 1.297
O -3.572 -0.937 2.311
C -3.549 -2.338 2.521
C -2.607 -2.602 3.675
C -2.167 -4.057 3.747
N -3.241 -2.223 4.936
H -4.157 -0.973 0.330
H -4.531 0.516 1.250
H -5.497 -0.915 1.523
H -4.550 -2.707 2.768
H -3.183 -2.831 1.608
H -1.715 -1.988 3.487
H -2.968 -4.671 4.164
H -1.292 -4.144 4.394
H -1.903 -4.468 2.772
H -3.194 -1.219 5.052
H -2.826 -2.717 5.712
C 0.129 -0.026 -3.383
O -0.692 0.043 -2.232
C -0.116 -0.625 -1.127
C -1.071 -0.531 0.025
C -1.240 0.887 0.559
N -0.690 -1.438 1.094
H 1.038 0.575 -3.274
H -0.458 0.372 -4.208
H 0.420 -1.064 -3.578
H 0.048 -1.680 -1.402
H 0.870 -0.190 -0.905
H -2.056 -0.790 -0.401
H -0.480 1.025 1.338
H -2.189 1.029 1.081
H -1.152 1.619 -0.239
H -1.353 -1.403 1.854
H -0.543 -2.385 0.774
C -0.930 0.995 4.652
O -2.135 1.309 5.289
C -2.989 1.951 4.371
C -4.322 2.240 4.985
C -4.950 0.958 5.538
N -5.113 2.966 4.009
H -0.265 0.469 5.333
H -0.411 1.871 4.239
H -1.116 0.337 3.787
H -2.549 2.917 4.069
H -3.122 1.372 3.444
H -4.174 2.904 5.845
H -5.974 1.143 5.878
H -4.443 0.640 6.452
H -4.942 0.161 4.792
H -6.026 3.237 4.341
H -5.196 2.467 3.133
C 3.509 -0.299 -7.186
O 4.014 -1.049 -6.114
C 3.365 -0.827 -4.882
C 4.380 -0.608 -3.765
C 5.425 -1.705 -3.712
N 3.756 -0.513 -2.446
H 2.493 -0.611 -7.452
H 4.206 -0.405 -8.013
H 3.477 0.776 -6.946
H 2.696 0.044 -4.955
H 2.707 -1.680 -4.643
H 4.868 0.337 -4.021
H 4.979 -2.698 -3.854
H 5.886 -1.725 -2.726
H 6.171 -1.619 -4.500
H 3.352 -1.406 -2.188
H 3.038 0.201 -2.438
C 5.150 2.705 -2.518
O 3.972 3.445 -2.757
C 3.402 4.094 -1.635
C 3.362 3.328 -0.308
C 2.361 2.191 -0.352
N 3.000 4.237 0.785
H 5.719 2.610 -3.440
H 4.916 1.704 -2.144
H 5.768 3.207 -1.764
H 3.857 5.084 -1.479
H 2.376 4.293 -1.963
H 4.375 2.989 -0.092
H 2.859 1.237 -0.519
H 1.632 2.370 -1.149
H 1.761 2.128 0.556
H 2.027 4.514 0.762
H 3.553 5.084 0.808
O -0.534 -3.541 -3.944
H -1.159 -3.561 -4.676
H -0.022 -4.349 -4.045
O -3.095 -1.461 -3.103
H -2.328 -0.894 -2.942
H -2.716 -2.333 -3.245
O 1.796 -3.343 0.072
H 1.915 -3.906 0.842
H 1.355 -2.556 0.409
*
```

Results of the Mulliken charge analysis, in e, for atoms 1 through 6: -1.069, 0.362, -1.272, 1.386, -1.805, -0.691